No. 1
Density functional theory data (ωB97M-V with the def2-TZVPD basis set) for C40H33Br3N2O7P as an isolated structure.

Element x y z (Å)
C 1.54654 3.70962 1.87896
C 0.13569 3.03721 2.21968
Br 0.57516 1.43453 3.31662
C -0.67017 2.66002 0.87403
Br -0.52176 0.75213 0.36802
O -2.01058 3.17533 0.84277
C -2.87712 2.54280 1.68278
O -2.63322 1.78667 2.57605
C -4.39766 2.90940 1.47558
C -4.93827 4.23498 1.79856
C -6.37212 4.48728 1.62379
P -7.03598 6.21187 2.06206
N -6.67364 7.25513 0.91821
N -7.21434 3.48596 1.15072
C -6.72720 2.23354 0.79919
Br -8.02948 0.94519 0.12081
C -5.30692 1.86921 0.93949
C -4.78375 0.45463 0.53548
C -5.23651 -0.70989 1.51107
C -5.04108 -0.40240 3.05053
O -4.10757 -1.35271 3.61039
H 1.49394 4.39032 0.99320
H 2.26411 2.85450 1.74384
H 1.86183 4.22695 2.82498
H -0.49020 3.77794 2.79655
H -0.11269 3.20734 0.06274
H -4.29903 5.06978 2.17793
H -6.45494 6.60137 3.31290
H -8.45257 6.11133 2.28872
H -6.07694 7.96378 1.36457
H -8.22347 3.64575 1.04834
H -3.65811 0.41412 0.46885
H -5.14547 0.17092 -0.49826
H -6.29500 -1.02949 1.29519
H -4.58246 -1.59706 1.27402
H -6.02682 -0.58302 3.56189
H -4.70963 0.64149 3.28124
H -4.64998 -1.98524 4.11464
C 4.08814 1.82821 -6.51617
C 4.15923 0.82039 -7.47419
C 3.37334 -0.31595 -7.34804
C 2.52113 -0.45499 -6.25638
C 2.46776 0.54476 -5.28316
C 3.24537 1.69131 -5.42280
C 1.60108 0.38881 -4.08896
O 1.55005 1.26131 -3.24134
C 0.80319 -0.85374 -3.94138
C 0.02987 -1.04025 -2.79964
C -0.73074 -2.19161 -2.65632
C -0.72905 -3.15852 -3.65843
C 0.04476 -2.97945 -4.79590
C 0.82025 -1.83139 -4.93620
C 1.67181 -1.66627 -6.14068
O 1.67750 -2.51125 -7.01429
H 4.69605 2.71942 -6.62090
H 4.82739 0.92327 -8.32129
H 3.42822 -1.09533 -8.09886
H 3.19758 2.47589 -4.67710
H 0.02412 -0.28888 -2.01931
H -1.32837 -2.33714 -1.76306
H -1.32893 -4.05473 -3.54905
H 0.04706 -3.73653 -5.57114
C 2.49015 -2.19030 5.39789
C 1.98065 -1.31600 4.44152
C 2.41179 -1.39873 3.12387
C 3.36247 -2.34777 2.76176
C 3.89065 -3.20751 3.72527
C 3.44331 -3.13346 5.04163
C 4.94144 -4.19205 3.36260
O 5.39919 -4.94383 4.20061
C 5.42802 -4.23534 1.96129
C 6.45262 -5.11260 1.61659
C 6.90562 -5.17019 0.30629
C 6.33076 -4.35813 -0.66777
C 5.31331 -3.47839 -0.32827
C 4.86551 -3.40728 0.98826
C 3.80177 -2.43809 1.34709
O 3.30035 -1.72432 0.49783
H 2.14650 -2.13131 6.42422
H 1.24467 -0.57097 4.72544
H 2.00955 -0.72051 2.38173
H 3.84094 -3.80808 5.79054
H 6.90153 -5.74923 2.36986
H 7.70691 -5.85026 0.04140
H 6.68074 -4.40931 -1.69233
H 4.87222 -2.84492 -1.08884

Results
Kohn-Sham gap ... 5.91 eV
E_tot ... -278735.328 eV
Charge ... +1

Here are the Löwdin charges for atoms 1 to 8, given in e:
1. C -0.137
2. C -0.652
3. Br 0.770
4. C -0.626
5. Br 0.799
6. O -0.015
7. C -0.458
8. O 0.125

No. 2
Density functional theory data (ωB97M-V with the def2-TZVPD basis set) for C40H33CdGeN5O2Se as an isolated structure.

Element x y z (Å)
Cd 1.89608 -0.70568 0.53246
O -0.96060 -4.21574 3.49534
C -0.73351 -3.37437 4.49752
C -1.14152 -3.71414 5.79213
C -0.96955 -2.83114 6.84563
C -0.39829 -1.58439 6.62398
C 0.04334 -1.25509 5.34883
C -0.08968 -2.13468 4.28283
C 0.43609 -1.75353 2.92891
O 1.24246 -0.76616 2.84440
N -0.00154 -2.53228 1.96189
N 0.40782 -2.32975 0.62326
C -0.52168 -1.41845 -0.00844
C -0.19833 -0.77239 -1.32545
C -1.33868 -0.44723 -2.21908
C -1.11991 -0.10527 -3.50669
C 0.19956 -0.18235 -4.04117
C 1.20048 -0.67565 -3.21449
N 1.07908 -1.03923 -1.94975
H -0.61754 -3.64883 2.63928
H -1.60908 -4.67990 5.94594
H -1.28965 -3.11510 7.84319
H -0.29410 -0.87765 7.43957
H 0.50419 -0.29376 5.15855
H -1.56743 -1.70393 0.14751
H -2.33388 -0.45365 -1.78152
H -1.94102 0.20058 -4.14896
H 0.40257 0.05895 -5.07789
H 2.18733 -0.84265 -3.64673
C 3.37893 -3.90025 -0.75865
N 3.93959 -2.86547 -1.59680
C 4.49357 -1.71719 -1.13689
Se 5.24225 -1.41098 0.51121
N 4.70794 -0.91742 -2.21608
C 4.27749 -1.53939 -3.36827
C 4.26031 -1.14011 -4.69250
C 3.76312 -2.05226 -5.61877
C 3.31672 -3.30791 -5.22892
C 3.32216 -3.70197 -3.89457
C 3.79756 -2.78926 -2.96958
H 3.46404 -3.58905 0.27903
H 3.91852 -4.83951 -0.90125
H 2.32263 -4.03365 -0.99326
H 5.03072 0.02809 -2.11830
H 4.57883 -0.14945 -4.98616
H 3.71644 -1.76630 -6.66148
H 2.94279 -3.99576 -5.97621
H 2.96110 -4.67488 -3.59243
C -0.12499 0.06366 -0.02149
Ge -1.30242 1.57258 0.21951
C -3.14401 1.34139 0.95814
C -3.46535 0.12857 1.56867
C -4.75269 -0.12538 2.02080
C -5.73848 0.84360 1.89238
C -5.42364 2.07211 1.32761
C -4.13929 2.31188 0.85838
C -0.48140 2.92503 1.43823
C 0.62694 2.64087 2.23163
C 1.16451 3.60674 3.07404
C 0.59212 4.86858 3.14873
C -0.51441 5.16691 2.36405
C -1.03679 4.20254 1.51479
C -1.42902 2.67292 -1.43308
C -2.56868 2.83532 -2.21747
C -2.51155 3.48109 -3.44369
C -1.30262 3.97008 -3.91954
C -0.15596 3.81444 -3.15304
C -0.22387 3.17467 -1.92569
H -2.69354 -0.62449 1.68813
H -4.98974 -1.08353 2.46795
H -6.74709 0.64411 2.23680
H -6.18330 2.84253 1.24699
H -3.90534 3.27090 0.40844
H 1.06300 1.64720 2.19341
H 2.03204 3.37275 3.68087
H 1.00529 5.61787 3.81535
H -0.96682 6.15177 2.41701
H -1.88806 4.44722 0.88745
H -3.51591 2.43474 -1.87018
H -3.40906 3.59291 -4.04344
H -1.24887 4.45064 -4.89008
H 0.79526 4.18413 -3.51931
H 0.67600 3.03978 -1.33358

Results
Kohn-Sham gap ... 3.87 eV
E_tot ... -179984.854 eV
Charge ... -2

Here are the Löwdin charges for atoms 1 to 8, given in e:
1. Cd 1.314
2. O -0.016
3. C -0.319
4. C -0.052
5. C -0.141
6. C -0.138
7. C -0.048
8. C -0.082

No. 3
Density functional theory data (ωB97M-V with the def2-TZVPD basis set) for C40H33F6GeN6O4PSr as an isolated structure.

Element x y z (Å)
Sr -1.99682 -1.13490 -0.53501
O -4.76652 1.13103 -3.22630
C -3.82726 0.44765 -2.77846
O -3.86552 -0.43023 -1.84112
C -2.44063 0.67201 -3.38526
C -2.35923 1.08782 -4.70243
C -1.10564 1.37005 -5.23219
C 0.01864 1.21791 -4.41817
C -0.16219 0.67664 -3.13901
N -1.37823 0.45316 -2.63967
C 1.01696 0.48925 -2.24798
O 2.17158 0.59888 -2.53408
O 0.61218 0.07074 -0.98581
H -3.22184 1.11812 -5.27664
H -0.99918 1.80822 -6.24648
H 1.03061 1.35986 -4.75858
C -4.06087 -0.80393 2.47144
N -4.45979 -0.85950 1.05885
C -5.10264 0.44214 0.76615
C -4.07441 1.44984 0.28598
N -2.75368 1.41983 0.41613
C -2.32441 2.42974 -0.47798
C -1.03194 2.80645 -0.90396
C -0.96108 3.76114 -1.87533
C -2.06027 4.40150 -2.36564
C -3.34299 4.06833 -1.93351
C -3.42533 3.09541 -0.95980
N -4.52491 2.49206 -0.43980
C -3.02853 -1.80161 2.86888
N -2.22962 -2.46470 2.09147
C -1.55580 -3.28036 3.01875
C -0.45810 -4.12360 2.76361
C 0.23512 -4.65289 3.87563
C -0.16700 -4.29777 5.18289
C -1.36645 -3.57551 5.41042
C -1.99552 -2.98639 4.27400
N -3.00641 -2.09050 4.18183
H -4.86319 -1.07795 3.17719
H -3.68327 0.20294 2.71093
H -5.09943 -1.63617 0.85395
H -5.60700 0.85047 1.66897
H -5.75852 0.35995 -0.04155
H -0.19795 2.37977 -0.37060
H -0.00864 4.27101 -1.98947
H -1.93273 5.16430 -3.10503
H -4.18519 4.59742 -2.45111
H -5.44343 2.57415 -0.89879
H -0.11423 -4.26737 1.75776
H 1.13249 -5.22555 3.76947
H 0.33413 -4.71801 6.07579
H -1.63033 -3.29928 6.40699
H -3.63777 -1.68940 4.78856
F -1.67126 -2.63416 -2.49677
P -1.26609 -3.97812 -1.69739
F -2.59665 -3.67854 -0.86388
F 0.11838 -4.11897 -2.45716
F -2.08935 -4.95796 -2.72538
F -0.89259 -5.27076 -0.86736
F -0.48142 -3.03676 -0.50333
C 0.86574 -0.62513 1.78217
Ge 1.89814 -0.02769 0.29155
C 3.32156 -1.30447 -0.11756
C 4.51906 -1.36012 0.61947
C 5.40136 -2.43709 0.55236
C 5.07055 -3.53078 -0.28738
C 3.93219 -3.44929 -1.04709
C 3.05493 -2.37637 -0.91188
C 2.64392 1.74198 0.71481
C 1.94856 2.38172 1.77513
C 2.34788 3.64045 2.32946
C 3.45775 4.22433 1.77714
C 4.16163 3.62187 0.67635
C 5.28708 4.31473 0.09691
C 5.94195 3.81828 -0.92742
C 5.64297 2.45905 -1.36453
C 4.65090 1.74929 -0.80393
C 3.79665 2.40213 0.17643
H 1.48893 -0.49672 2.65281
H 0.58745 -1.66782 1.63893
H -0.01218 0.02000 1.86413
H 4.55328 -0.52775 1.29671
H 6.40875 -2.49713 1.05898
H 5.80076 -4.33814 -0.42387
H 3.71049 -4.11117 -1.85062
H 2.20728 -2.38600 -1.46960
H 1.04196 1.98953 2.17565
H 1.87679 4.07794 3.20257
H 3.88153 5.14235 2.22856
H 5.66833 5.24430 0.54864
H 6.81346 4.34419 -1.39180
H 6.31821 1.95234 -2.10304
H 4.25395 0.83429 -1.26460

Results
Kohn-Sham gap ... 8.48 eV
E_tot ... -142104.032 eV
Charge ... 0

Here are the Löwdin charges for atoms 1 to 8, given in e:
1. Sr 1.516
2. O 0.015
3. C -0.596
4. O -0.207
5. C -0.177
6. C 0.032
7. C -0.013
8. C 0.027

No. 4
Density functional theory data (ωB97M-V with the def2-TZVPD basis set) for C40H33N5O8SV as an isolated structure.

Element x y z (Å)
V 0.45254 0.46929 -0.46436
C 3.26809 2.61639 -3.04446
C 2.78332 1.41103 -2.27031
O 1.56563 1.47083 -1.90601
C 3.63240 0.35602 -2.04082
C 3.20294 -0.86476 -1.44828
C 4.17786 -2.01355 -1.46023
N 2.01818 -1.01751 -0.93878
N 1.76744 -2.32863 -0.50664
C 0.54914 -2.37939 -0.06998
O -0.26086 -1.38961 -0.08412
C 0.02993 -3.67093 0.46815
C 0.83495 -4.80445 0.56226
C 0.31935 -5.98379 1.07521
C -1.00451 -6.04265 1.50020
C -1.80760 -4.91487 1.40828
C -1.29424 -3.73055 0.89425
H 2.75283 2.65493 -4.00766
H 4.34406 2.58860 -3.21694
H 3.00429 3.52418 -2.49832
H 4.65155 0.41836 -2.39570
H 5.12875 -1.69482 -1.88638
H 3.77595 -2.84360 -2.04306
H 4.33045 -2.38796 -0.44773
H 1.86297 -4.73373 0.23131
H 0.95228 -6.86095 1.14955
H -1.40473 -6.96530 1.90512
H -2.83803 -4.94840 1.74117
H -1.90627 -2.83857 0.81628
O 3.00151 2.60909 2.01036
C 2.08484 2.14747 1.32856
O 1.85114 0.93450 1.03455
C 1.10100 3.13060 0.68842
C 1.14746 4.51257 0.79118
C 0.27342 5.25078 0.00224
C -0.59412 4.60915 -0.87495
C -0.57216 3.22525 -0.91771
N 0.25513 2.55123 -0.13922
C -1.35007 2.35356 -1.91318
O -2.14976 2.91734 -2.66008
O -1.04607 1.12025 -1.87221
H 1.86961 4.96981 1.45351
H 0.28523 6.33422 0.05286
H -1.26661 5.14276 -1.53189
C 1.06139 3.22540 4.41439
O 0.94140 2.05273 5.22095
C 1.10174 0.87529 4.49825
C 2.32347 0.23593 4.47539
C 2.45865 -0.97261 3.80504
C 1.35654 -1.52246 3.16729
C 0.12815 -0.87964 3.18184
C -0.01144 0.33729 3.84227
N -1.20719 1.04771 3.93462
C -2.46816 0.57218 3.59403
C -2.93798 0.05435 2.36655
C -4.21762 -0.56431 2.40907
C -4.83534 -1.09144 1.29962
C -4.17768 -1.00075 0.06348
C -2.94131 -0.39493 -0.02699
C -2.26605 0.14979 1.09178
O -1.11705 0.74404 0.98444
H 2.05044 3.28349 3.95994
H 0.88678 4.07273 5.07869
H 0.31440 3.22757 3.61359
H 3.16401 0.71086 4.96637
H 3.42344 -1.46131 3.75344
H 1.45674 -2.45326 2.62150
H -0.71557 -1.30274 2.65559
H -1.19553 1.67295 4.72545
H -3.20029 0.65764 4.39303
H -4.70819 -0.62457 3.37723
H -5.80902 -1.56115 1.38224
H -4.63706 -1.40030 -0.83465
H -2.45495 -0.30871 -0.98685
S -2.30629 -2.31730 -3.51183
C -0.61637 -2.21159 -3.09413
N 0.04152 -1.22051 -3.57750
C -0.80285 -0.43504 -4.35391
C -0.42060 0.75776 -4.96705
C -1.36077 1.46847 -5.67833
C -2.68018 1.00999 -5.78387
C -3.07754 -0.15870 -5.16926
C -2.12457 -0.87809 -4.44922
H -0.18004 -2.94749 -2.43185
H 0.58719 1.12103 -4.81709
H -1.09032 2.41710 -6.12438
H -3.40900 1.60091 -6.32503
H -4.10618 -0.49252 -5.21864

Results
Kohn-Sham gap (alpha / beta) ... 4.72 / 6.27 eV
E_tot ... -102374.947 eV
Spin multiplicity ... 4
Charge ... -2

Here are the Löwdin charges for atoms 1 to 8, given in e:
1. V 1.089
2. C -0.024
3. C -0.456
4. O -0.115
5. C -0.035
6. C -0.325
7. C -0.052
8. N -0.006

No. 5
Density functional theory data (ωB97M-V with the def2-TZVPD basis set) for C40H34FeGeN4OS2 as an isolated structure.

Element x y z (Å)
Fe 0.47120 0.78204 0.19412
C -0.16711 3.39293 -2.01857
C -1.11019 2.71729 -1.07366
N -1.38772 1.46472 -1.25056
N -2.46977 1.03998 -0.47918
C -2.40231 -0.10064 0.06756
S -0.94728 -1.16784 0.03754
S -3.67540 -0.76524 1.04385
C -4.83701 0.63648 1.13828
C -5.74307 0.81652 -0.04834
C -5.52320 1.83248 -0.97112
C -6.40418 2.02208 -2.02561
C -7.50570 1.19242 -2.17531
C -7.72667 0.16977 -1.26230
C -6.85079 -0.01222 -0.20337
C -1.60411 3.43844 0.10816
C -2.35628 4.60663 0.05161
C -2.78127 5.21312 1.22143
C -2.41596 4.67116 2.44957
C -1.62839 3.53394 2.52207
C -1.21866 2.91024 1.34880
O -0.44029 1.81369 1.40707
H -0.21069 2.93460 -3.00416
H 0.86280 3.34018 -1.65333
H -0.41751 4.45128 -2.08410
H -4.25054 1.53021 1.34578
H -5.42146 0.39554 2.02730
H -4.66469 2.48174 -0.85080
H -6.23114 2.82440 -2.73176
H -8.19707 1.34787 -2.99369
H -8.59102 -0.47358 -1.36438
H -7.03784 -0.79880 0.51965
H -2.63292 5.02238 -0.90978
H -3.38468 6.10894 1.17921
H -2.73820 5.15142 3.36412
H -1.31748 3.12045 3.47198
C 1.46820 -0.74092 5.63495
C 0.36814 -0.76602 4.79118
C 0.53572 -0.54108 3.43319
C 1.81077 -0.30958 2.93875
C 2.92115 -0.27833 3.77314
C 2.73941 -0.49366 5.12751
N 1.92864 -0.09123 1.52066
N 3.06160 -0.23430 1.03423
C 3.13824 0.05564 -0.36854
C 4.36486 -0.18574 -0.96686
C 4.50447 0.08971 -2.32006
C 3.42558 0.59144 -3.03490
C 2.20341 0.82771 -2.40887
C 2.02487 0.55766 -1.05555
H 1.33734 -0.90768 6.69580
H -0.61962 -0.95769 5.18747
H -0.31576 -0.55056 2.76647
H 3.90162 -0.08046 3.36560
H 3.59205 -0.46632 5.79207
H 5.18348 -0.57753 -0.37831
H 5.45187 -0.08244 -2.81213
H 3.53897 0.80845 -4.08944
H 1.37857 1.20917 -2.99921
Ge -0.99406 -1.91420 -2.20629
C -2.67515 -1.32778 -2.91154
C -3.89237 -1.89292 -2.52878
C -5.07890 -1.44146 -3.08307
C -5.05624 -0.43069 -4.03333
C -3.85221 0.13497 -4.42530
C -2.66555 -0.30773 -3.86218
C -0.63954 -3.78566 -1.98423
C -1.57633 -4.66827 -1.44433
C -1.26952 -6.01098 -1.29821
C -0.02211 -6.48256 -1.68718
C 0.91788 -5.61465 -2.22013
C 0.61142 -4.26851 -2.36616
H 0.19159 -1.21498 -2.87377
H -3.92716 -2.68354 -1.78958
H -6.02039 -1.87359 -2.77245
H -5.98325 -0.08116 -4.46716
H -3.83760 0.91977 -5.17053
H -1.72844 0.14358 -4.16736
H -2.55139 -4.31453 -1.13157
H -2.00096 -6.69069 -0.88198
H 0.21678 -7.53166 -1.57270
H 1.88868 -5.98393 -2.52263
H 1.35234 -3.59692 -2.78547

Results
Kohn-Sham gap (alpha / beta) ... 7.51 / 6.63 eV
E_tot ... -162606.069 eV
Spin multiplicity ... 6
Charge ... +1

Here are the Löwdin charges for atoms 1 to 8, given in e:
1. Fe 0.881
2. C 0.002
3. C -0.284
4. N 0.035
5. N -0.013
6. C -0.996
7. S 0.667
8. S 0.952

What is the charge in the second record?
-2